# 1
This record from the OMol25 dataset describes C5H7ClN2 in the gas phase at a distorted geometry. The level of theory is the ωB97M-V functional and the def2-TZVPD basis.

Each line ends with the Löwdin charge.
Element x y z (Å)
H 0.6902 1.3471 3.1053  0.0624
N 0.9922 1.4907 2.0829  0.0758
C 0.2315 0.7839 1.2729  -0.4665
C -0.6451 -0.4618 1.3635  -0.0291
C -1.0817 -0.8443 0.2015  -0.0872
C -0.4824 0.0830 -0.8070  -0.4057
C 0.6739 -0.8471 -1.5536  -0.3443
Cl 0.7819 0.3985 -3.0281  0.4060
N -0.0058 1.2312 0.0264  0.0643
H -1.0153 -0.9989 2.3275  0.1368
H -1.8154 -1.5841 -0.1572  0.1324
H -1.2598 0.4611 -1.2800  0.0701
H 1.7433 -0.8845 -1.2197  0.0661
H 0.4107 -2.0238 -1.9928  0.1514
H 0.7820 1.8491 -0.3419  0.1675

## Properties
lowest unoccupied orbital energy: 0.543 eV
SMILES string: [H]/N=C1\C=C[C@H](CCl)N1
orbital gap: 9.56 eV
energy relative to the best compared isomer or geometry (same formula, charge and spin): 310.43 kJ/mol
highest occupied orbital energy: -0.3312 hartree

---

# 2
This record from the OMol25 dataset describes a gas-phase ion, C2H6NO5S2 (charge -1) at a distorted geometry. The level of theory is the ωB97M-V functional and the def2-TZVPD basis.

Each line ends with the Löwdin charge.
Element x y z (Å)
C -1.3005 -0.6215 -1.1008  -0.0420
N -0.7390 -0.6216 0.4279  -0.3795
C -0.9723 0.5689 1.1151  -0.1992
S 0.8876 -1.0081 0.3901  0.8146
O 1.3011 -1.3072 1.7351  -0.3887
O 0.8572 -2.5253 -0.7668  -0.5283
S 1.7790 1.0113 -0.2829  0.3971
O 1.6696 1.7407 0.9360  -0.3339
O 0.8206 1.4530 -1.3011  -0.3539
O 3.0769 0.6173 -0.8174  -0.3459
H -0.6313 -1.3219 -1.6653  0.0568
H -2.3004 -0.9770 -1.0590  0.0519
H -1.1971 0.3985 -1.4184  0.0410
H -1.0298 0.3728 2.1577  0.0732
H -0.2029 1.2499 0.7508  0.0222
H -2.0186 0.9700 0.8989  0.1148

## Properties
lowest unoccupied orbital energy: 3.454 eV
SMILES string: CN(C)S(=O)(=O)S(=O)(=O)[O-]
orbital gap: 9.08 eV
energy relative to the best compared isomer or geometry (same formula, charge and spin): 269.99 kJ/mol
highest occupied orbital energy: -0.2069 hartree
net charge: -1

---

# 3
This record from the OMol25 dataset describes a molecular structure, C22H25MgN5O9P2S at a distorted geometry. The level of theory is the ωB97M-V functional and the def2-TZVPD basis.

Each line ends with the Löwdin charge.
Element x y z (Å)
Mg -0.0506 0.6079 -0.2229  0.5972
N -0.1655 2.3693 1.3653  0.0079
C -1.5273 2.3637 1.9567  -0.1207
C -2.4845 2.1278 0.7983  -0.5961
O -3.4907 2.8239 0.6500  0.0510
O -2.0729 1.2623 -0.0570  -0.1633
H 0.5335 2.6055 2.0582  0.0802
H -0.1233 3.0883 0.6445  0.0897
H -1.8071 3.2816 2.4580  0.1168
H -1.6020 1.5361 2.6658  0.1126
C -3.8272 0.7388 -3.0882  -0.0710
C -2.3187 0.5758 -2.8685  -0.5267
O -1.6139 0.3384 -4.1031  -0.0911
P -1.6450 2.2166 -2.2465  0.5748
O -1.4422 2.8852 -3.7283  -0.1471
O -2.7733 3.1964 -1.7320  -0.1184
O -0.3117 2.2814 -1.5456  -0.3131
P -2.0108 -0.9875 -1.8423  0.3643
O -1.9288 -2.1073 -3.0063  -0.1293
O -3.1604 -1.2991 -0.9607  -0.2936
O -0.5984 -0.8727 -1.2974  -0.3402
H -4.0525 1.6517 -3.6428  0.0807
H -4.3506 0.7580 -2.1323  0.0848
H -4.1820 -0.1192 -3.6607  0.0880
H -1.7400 1.1143 -4.6621  0.0770
H -1.4524 3.8507 -3.6617  0.0910
H -3.1893 2.9703 -0.8611  0.0222
H -2.7753 -2.5759 -3.0376  0.0773
C 3.2958 0.4416 3.1504  -0.0323
C 2.0849 0.4605 2.4529  -0.1450
N 2.0011 0.4705 1.1347  0.0831
C 3.1585 0.4559 0.4313  -0.1236
C 4.4220 0.4368 1.0347  -0.1407
C 4.4665 0.4313 2.4357  -0.0011
C 5.6051 0.4081 0.2135  -0.0230
C 5.5074 0.3780 -1.1272  -0.0170
C 4.2226 0.3811 -1.7793  -0.1412
C 4.0730 0.3177 -3.1734  -0.0028
C 2.8175 0.3074 -3.7137  -0.0158
C 1.7055 0.3831 -2.8653  -0.0694
N 1.8129 0.4616 -1.5492  0.0878
C 3.0561 0.4390 -1.0150  -0.1253
H 3.2937 0.4278 4.2328  0.1111
H 1.1408 0.4559 2.9934  0.1138
H 5.4272 0.4124 2.9403  0.1221
H 6.5748 0.4025 0.7003  0.1166
H 6.3999 0.3468 -1.7436  0.1180
H 4.9546 0.2674 -3.8040  0.1207
H 2.6650 0.2412 -4.7830  0.1142
H 0.7033 0.3698 -3.2768  0.1060
N -3.1448 -4.6050 4.0098  0.0866
C -1.8259 -4.3899 3.9362  -0.8185
S -0.7437 -5.3099 4.7784  0.6584
C -1.4229 -3.2456 3.0438  -0.2173
C -0.1086 -3.1135 2.6211  -0.0285
C 0.2373 -2.0348 1.8397  -0.1123
N -0.6164 -1.0658 1.4684  0.0588
C -1.8936 -1.2239 1.8358  -0.1016
C -2.3273 -2.2849 2.6168  0.0093
H -3.4652 -5.3582 4.5918  0.0973
H -3.8059 -4.1222 3.4308  0.0934
H 0.6267 -3.8568 2.8972  0.0876
H 1.2547 -1.9441 1.4769  0.1111
H -2.6100 -0.5081 1.4531  0.1033
H -3.3795 -2.3164 2.8708  0.1113

## Properties
lowest unoccupied orbital energy: -0.541 eV
orbital gap: 8.10 eV
energy relative to the best compared isomer or geometry (same formula, charge and spin): 112.57 kJ/mol
highest occupied orbital energy: -0.3176 hartree

---

# 4
This record from the OMol25 dataset describes a molecular structure, C5H10O2S at a distorted geometry. The level of theory is the ωB97M-V functional and the def2-TZVPD basis.

Each line ends with the Löwdin charge.
Element x y z (Å)
C 1.7089 0.5952 -0.4753  -0.4065
C 0.1524 0.0825 -0.3756  -0.4445
C -1.1584 0.8894 -0.5729  -0.1225
C -1.8053 -0.0418 0.3675  -0.3750
C -0.4636 -0.0386 1.0219  -0.1430
H 2.4339 -1.0206 1.4979  -0.0137
H 2.1999 0.8835 -1.4460  0.0893
H 1.7270 1.3503 0.1640  -0.0062
H 1.2179 -1.4129 -0.8481  0.1759
H -1.6428 0.8808 -1.5474  0.1171
H -0.9989 2.0397 -0.3759  0.1654
H -2.7273 0.2646 1.0209  0.1710
H -1.1905 -1.4161 -0.7258  0.0581
H -0.1427 -0.8540 1.8753  0.1685
H -0.2895 1.1399 1.3251  0.1657
O 0.0373 -1.2556 -1.0568  -0.1169
O -2.0939 -1.4864 0.0120  -0.1486
S 3.0356 -0.6000 0.1393  0.6661

## Properties
lowest unoccupied orbital energy: 0.247 eV
orbital gap: 9.34 eV
energy relative to the best compared isomer or geometry (same formula, charge and spin): 616.84 kJ/mol
highest occupied orbital energy: -0.3342 hartree

---

Among the records above, which one has the highest lowest unoccupied orbital energy? C2H6NO5S2

---

Please write out number 1 again, unchanged.
This record from the OMol25 dataset describes C5H7ClN2 in the gas phase at a distorted geometry. The level of theory is the ωB97M-V functional and the def2-TZVPD basis.

Each line ends with the Löwdin charge.
Element x y z (Å)
H 0.6902 1.3471 3.1053  0.0624
N 0.9922 1.4907 2.0829  0.0758
C 0.2315 0.7839 1.2729  -0.4665
C -0.6451 -0.4618 1.3635  -0.0291
C -1.0817 -0.8443 0.2015  -0.0872
C -0.4824 0.0830 -0.8070  -0.4057
C 0.6739 -0.8471 -1.5536  -0.3443
Cl 0.7819 0.3985 -3.0281  0.4060
N -0.0058 1.2312 0.0264  0.0643
H -1.0153 -0.9989 2.3275  0.1368
H -1.8154 -1.5841 -0.1572  0.1324
H -1.2598 0.4611 -1.2800  0.0701
H 1.7433 -0.8845 -1.2197  0.0661
H 0.4107 -2.0238 -1.9928  0.1514
H 0.7820 1.8491 -0.3419  0.1675

## Properties
lowest unoccupied orbital energy: 0.543 eV
SMILES string: [H]/N=C1\C=C[C@H](CCl)N1
orbital gap: 9.56 eV
energy relative to the best compared isomer or geometry (same formula, charge and spin): 310.43 kJ/mol
highest occupied orbital energy: -0.3312 hartree

---

Which of these has the highest lowest unoccupied orbital energy? C2H6NO5S2